Below is C31H39CsI2N4OP2 as an isolated structure, with properties calculated with wB97M-V/def2-TZVPD.

Computed properties:
- Orbital gap: 6.5 eV

Each line ends with the Mulliken charge.
Element x y z (Å)
Cs  0.15147  0.39033  0.78193  1.66
I  2.52588  4.82973  7.26401  0.03
C  2.57411  3.66572  5.53984  -0.58
C  3.67005  2.84557  5.28944  -0.33
C  3.71840  2.06349  4.15944  0.00
I  5.41722  0.95016  3.70418  0.05
C  2.64737  2.01995  3.21089  -0.72
O  2.62851  1.23060  2.21071  0.87
C  1.57313  2.93291  3.46892  0.29
C  0.47727  3.03754  2.45549  -1.56
N  -0.72476  2.23499  2.78189  -0.14
C  -2.00620  2.89192  2.57751  -0.47
C  -3.14207  2.01984  2.09249  0.39
C  -4.42013  2.18736  2.61654  -0.70
C  -5.46856  1.43686  2.11434  -0.34
C  -5.21387  0.53947  1.09346  -0.68
C  -3.91414  0.44600  0.62107  -0.18
N  -2.90491  1.16266  1.09939  -0.10
C  1.55079  3.71672  4.60906  -0.05
H  4.49896  2.83423  5.98600  0.35
H  0.86914  2.73105  1.47726  0.28
H  0.18293  4.08985  2.35667  0.47
H  -0.63299  1.88917  3.72742  0.24
H  -1.86107  3.67863  1.83043  0.32
H  -2.35027  3.39925  3.48868  0.22
H  -4.58038  2.89478  3.41924  0.34
H  -6.46630  1.54980  2.51715  0.41
H  -5.99372  -0.07452  0.66589  0.37
H  -3.67970  -0.24095  -0.18576  0.38
H  0.71526  4.39177  4.76885  0.43
C  2.93246  -2.00370  3.09379  -1.26
P  2.57170  -1.82323  1.32026  -0.07
C  4.22795  -1.27450  0.70335  0.27
N  5.24241  -1.96789  1.14023  0.22
C  6.50161  -1.56602  0.81570  0.28
C  7.61508  -2.29043  1.28489  -0.60
C  8.87699  -1.86301  0.97500  -0.57
C  9.07505  -0.70456  0.19605  -0.56
C  8.00630  0.01190  -0.26619  -0.68
C  6.69884  -0.41537  0.03681  0.22
N  5.63206  0.29387  -0.42683  0.20
C  4.42641  -0.10684  -0.12511  -0.28
P  3.07064  0.98615  -0.79679  0.08
C  3.79696  2.61141  -0.41524  -1.33
C  3.33274  0.81668  -2.65519  1.62
C  3.21954  -0.65975  -3.02632  -1.81
C  2.16751  1.57338  -3.30453  -1.85
C  4.64320  1.38530  -3.20221  -1.82
C  2.48445  -3.60359  0.70882  1.59
C  1.05905  -4.07874  1.01315  -1.80
C  2.67897  -3.60451  -0.80543  -1.80
C  3.47181  -4.57523  1.35861  -1.74
H  3.91946  -2.41607  3.30057  0.33
H  2.17711  -2.65648  3.53933  0.46
H  2.85416  -1.01638  3.54638  0.12
H  7.44351  -3.17077  1.89003  0.46
H  9.73636  -2.41382  1.33366  0.40
H  10.08406  -0.38574  -0.02817  0.40
H  8.11732  0.90906  -0.86052  0.47
H  4.85199  2.67881  -0.67658  0.47
H  3.67496  2.76080  0.65669  0.09
H  3.24777  3.39146  -0.94746  0.43
H  2.29446  -1.10224  -2.64859  0.24
H  4.05819  -1.23968  -2.63657  0.30
H  3.21743  -0.76443  -4.11462  0.58
H  1.20448  1.14630  -3.01341  0.34
H  2.24799  1.51340  -4.39268  0.49
H  2.16795  2.63089  -3.03205  0.36
H  5.50454  0.90058  -2.74997  0.25
H  4.72803  2.45665  -3.01860  0.34
H  4.68591  1.23322  -4.28479  0.52
H  0.31688  -3.46312  0.49795  0.35
H  0.84012  -4.05343  2.08258  0.35
H  0.93208  -5.10996  0.67512  0.48
H  1.98880  -2.91455  -1.29788  0.25
H  2.48802  -4.60502  -1.20190  0.56
H  3.69587  -3.32289  -1.08426  0.31
H  3.32281  -4.63639  2.43738  0.34
H  4.49988  -4.27057  1.18299  0.24
H  3.32777  -5.57880  0.94789  0.52


Below is C31H39CuF10N6OSSi as an isolated structure at a distorted geometry, with properties calculated with wB97M-V/def2-TZVPD.

Computed properties:
- Relative energy (zero: lowest compared OMol25 entry of this formula, charge and spin): 52.8 kJ/mol
- Net charge: -1
- <S²>: 0.754
- Spin multiplicity: 2
- Orbital gap (alpha / beta): 6.2 / 6.0 eV

Each line ends with the Löwdin spin population.
Element x y z (Å)
Cu  1.75876  -1.27146  1.58449  0.72
C  4.14148  -3.18215  2.84817  0.00
N  3.33885  -1.97788  3.01653  0.00
C  2.44808  -2.04375  4.20029  0.00
C  1.15890  -2.84659  4.00148  0.01
N  0.36720  -2.27521  2.85289  0.08
C  -0.85315  -2.61899  2.55978  0.01
C  -1.71873  -3.20125  3.58027  0.00
F  -1.30937  -3.24908  4.89479  0.00
C  -3.01178  -3.61210  3.33432  0.00
F  -3.75409  -4.27385  4.26906  0.00
C  -3.61610  -3.31000  2.09430  0.00
F  -4.87927  -3.54283  1.89196  0.00
C  -2.79886  -2.89137  1.07383  0.00
F  -3.35838  -2.73790  -0.17402  0.00
C  -1.57405  -2.32975  1.34278  0.00
F  -1.00901  -1.55353  0.36214  0.00
C  4.17342  -0.75501  3.05012  0.00
C  3.54402  0.61793  2.70965  0.01
N  2.12045  0.45379  2.33965  0.06
C  1.44240  1.59610  2.07284  0.01
C  1.95725  2.87913  1.85411  0.00
F  3.24945  3.18851  2.06111  0.00
C  1.17383  3.97841  1.40280  0.00
F  1.61377  5.22150  1.49512  0.00
C  -0.13856  3.66775  1.19345  0.00
F  -0.93991  4.68077  0.89753  0.00
C  -0.71664  2.43572  1.34406  0.00
F  -1.99085  2.16534  1.02348  0.00
C  -0.00358  1.47974  2.01560  0.00
F  -0.60094  0.27810  2.29493  0.00
H  4.68052  -3.36609  3.78783  0.00
H  4.73053  -3.13509  1.94660  0.00
H  3.53318  -4.03314  2.57364  0.00
H  2.23566  -1.04587  4.55786  0.00
H  3.04677  -2.61194  4.98836  0.00
H  0.57791  -2.79250  4.91763  0.00
H  1.36552  -3.92077  3.87775  0.00
H  5.03429  -0.90550  2.36543  0.00
H  4.51583  -0.59544  4.08415  0.00
H  4.15489  1.11642  1.93075  0.00
H  3.57108  1.25145  3.58988  0.00
C  0.80318  0.30489  -1.18469  0.00
Si  1.39499  -1.43743  -1.69634  0.01
C  2.93144  -1.28292  -2.84367  0.00
C  -0.05808  -2.30337  -2.50047  0.00
N  1.71550  -2.22803  -0.21109  0.07
C  2.02396  -3.54268  -0.26051  0.01
C  2.47946  -4.14172  -1.49270  0.00
C  3.13234  -5.36407  -1.43378  0.00
C  3.17698  -6.13071  -0.25884  0.00
C  2.62250  -5.61217  0.88853  0.00
C  1.97043  -4.37647  0.85385  0.00
H  0.97880  0.83556  -2.14933  0.00
H  1.51104  0.69809  -0.41917  0.00
H  -0.22346  0.31526  -0.72984  0.00
H  3.54174  -0.39253  -2.80732  0.00
H  2.48333  -1.33272  -3.82940  0.00
H  3.62081  -2.12124  -2.76005  0.00
H  0.20776  -2.94672  -3.38684  0.00
H  -0.81502  -1.57303  -2.79761  0.00
H  -0.58015  -2.93233  -1.79998  0.00
H  2.39245  -3.57928  -2.38869  0.00
H  3.53910  -5.81565  -2.35902  0.00
H  3.59087  -7.16942  -0.27222  0.00
H  2.62256  -6.21609  1.80837  0.00
H  1.41148  -4.06237  1.71552  0.00
C  -5.34407  3.34713  -2.41088  0.00
N  -4.24437  4.24151  -2.71826  0.00
C  -3.64308  4.86563  -1.53766  0.00
C  -3.69799  4.45102  -3.94803  0.00
S  -3.62911  3.19600  -5.11943  0.00
N  -3.31612  5.71364  -4.25663  0.00
C  -2.29584  5.83766  -5.28230  0.00
C  -4.06177  6.97163  -4.04702  0.00
H  -6.03757  3.88726  -1.79954  0.00
H  -4.99434  2.52125  -1.83873  0.00
H  -5.74892  3.05322  -3.36125  0.00
H  -3.65530  4.15834  -0.71987  0.00
H  -4.21109  5.78799  -1.31486  0.00
H  -2.55698  5.10723  -1.70776  0.00
H  -1.91466  4.82245  -5.60813  0.00
H  -1.37648  6.33721  -4.90997  0.00
H  -2.71432  6.34976  -6.17211  0.00
H  -4.93268  6.82063  -3.41267  0.00
H  -4.42355  7.45169  -4.97788  0.00
H  -3.36754  7.61764  -3.43993  0.00
O  -2.69157  1.25086  -2.43020  0.00
H  -2.82862  1.93677  -3.12045  0.00
H  -2.44876  1.74898  -1.65846  0.00